Version i
A cluster of 3 separate species, C4H14N2O4 in total. Source: the Open Molecules 2025 dataset; level of theory: wB97M-V/def2-TZVPD.

Structure (XYZ):
```
24
Properties=species:S:1:pos:R:3
O 1.324 2.876 -0.256
O -1.107 -1.539 -2.043
O -0.354 0.578 -2.299
O 1.340 -2.934 -2.358
N -0.460 -0.007 2.887
N 1.040 -0.564 0.038
C -0.604 1.124 1.936
C -1.097 0.760 0.514
C -0.606 -0.362 -1.602
C -0.429 -0.457 -0.098
H -1.354 -0.472 2.961
H 1.354 -1.113 0.825
H -1.283 1.796 2.458
H 2.200 3.208 -0.448
H -2.193 0.752 0.503
H 0.256 -0.643 2.568
H 0.345 1.628 1.829
H -0.840 1.626 -0.106
H -0.853 -1.423 0.197
H 1.420 0.371 0.063
H 1.187 -2.116 -1.853
H -1.237 -1.678 -2.979
H 1.158 2.140 -0.869
H 0.795 -3.550 -1.870
```

Calculated values
LUMO level, eV: 0.494
HOMO, eV: -9.5

Version ii
A cluster of 3 separate species, C4H14N2O4 in total. Source: the Open Molecules 2025 dataset; level of theory: wB97M-V/def2-TZVPD.

Structure (XYZ):
```
24
Properties=species:S:1:pos:R:3
O 0.929 1.614 0.506
O -0.187 -3.905 1.977
O 3.407 2.063 0.099
O -0.899 -1.558 0.743
N 1.522 -0.454 0.629
N -1.658 1.001 -0.575
C -1.487 2.390 -0.992
C 0.702 0.471 0.108
C -0.417 0.186 -0.878
C -0.861 -1.286 -0.654
H -1.841 0.664 0.392
H 2.936 2.054 0.891
H -0.866 2.317 -1.936
H -0.131 -2.156 -1.090
H 0.295 -4.133 1.276
H -0.953 3.005 -0.385
H 2.250 -0.066 1.210
H -0.136 0.377 -1.934
H -0.596 -3.187 1.774
H -2.473 3.059 -0.972
H -1.841 -1.349 1.060
H 2.804 1.916 -0.678
H 1.397 -1.478 0.569
H -1.897 -1.547 -1.140
```

Calculated values
LUMO level, eV: 0.311
HOMO, eV: -9.2

Most favorable structure: version i. The second most favorable one is 2.560 eV above it.

Version i
The ion C5H11N2S with charge +1. Source: the Open Molecules 2025 dataset; level of theory: wB97M-V/def2-TZVPD.

Structure (XYZ):
```
19
Properties=species:S:1:pos:R:3
S 1.927 -0.096 0.272
N -0.547 1.040 0.614
N -0.651 -0.625 -0.703
C 0.162 0.058 0.072
C -1.982 0.711 0.646
C -2.069 -0.346 -0.514
C -0.231 -1.655 -1.575
C 3.266 1.029 1.260
H -0.414 -2.731 -1.194
H 3.446 0.602 2.238
H 0.787 -1.566 -1.482
H -2.633 -1.307 -0.326
H -2.220 0.245 1.541
H 2.724 1.976 1.255
H -2.428 0.219 -1.392
H 3.964 1.023 0.473
H -2.604 1.611 0.485
H -0.121 1.493 1.397
H -0.425 -1.761 -2.582
```

Calculated values
LUMO level, eV: -3.967
HOMO, eV: -13.7
Charge: +1

Version ii
The ion C5H11N2S with charge +1. Source: the Open Molecules 2025 dataset; level of theory: wB97M-V/def2-TZVPD.

Structure (XYZ):
```
19
Properties=species:S:1:pos:R:3
S 2.288 0.087 0.653
N -1.785 -0.257 0.551
N -2.504 1.975 0.594
C 2.825 1.438 -0.447
C 0.980 -0.577 -0.204
C -1.303 -1.392 -0.077
C -1.829 0.962 -0.002
C 0.125 -1.671 0.437
H -1.177 -1.274 -1.204
H -1.934 -0.446 1.550
H 3.850 1.089 -0.788
H -3.037 1.709 1.423
H 3.008 2.359 -0.079
H 0.576 -0.111 -1.017
H 0.253 -1.717 1.492
H -1.957 -2.252 0.135
H -2.848 2.739 -0.059
H 0.510 -2.719 0.091
H 2.086 1.400 -1.219
```

Calculated values
LUMO level (alpha / beta), eV: -5.898 / -5.897
HOMO (alpha / beta), eV: -11.7 / -11.7
Charge: +1

Most favorable structure: version i. The second most favorable one is 1.806 eV above it.

Version i
The molecule C10H11N3O2. Source: the Open Molecules 2025 dataset; level of theory: wB97M-V/def2-TZVPD.

Structure (XYZ):
```
26
Properties=species:S:1:pos:R:3
O 3.164 -1.994 -0.012
O 1.413 -3.064 0.661
N -0.171 1.000 1.576
N 1.946 -2.041 0.217
N 1.790 1.737 0.673
C 1.475 1.423 -0.661
C 1.142 -0.924 -0.052
C 1.682 -0.010 -1.115
C -0.299 -0.968 0.005
C -3.036 -1.086 0.383
C -0.963 -2.126 -0.411
C -2.346 -0.013 0.985
C -2.362 -2.062 -0.302
C 1.176 0.937 1.569
C -0.972 -0.015 0.757
H 0.457 1.812 -0.825
H -2.729 0.676 1.692
H 2.147 2.048 -1.195
H -4.067 -1.130 0.488
H 1.611 0.850 2.557
H -0.368 -2.831 -0.976
H 1.305 -0.018 -2.115
H 2.787 -0.270 -1.185
H -2.925 -2.878 -0.981
H -0.536 1.256 2.479
H 2.715 2.003 0.703
```

Calculated values
LUMO level (alpha / beta), eV: -0.367 / -0.366
HOMO (alpha / beta), eV: -8.0 / -8.0

Version ii
The molecule C10H11N3O2. Source: the Open Molecules 2025 dataset; level of theory: wB97M-V/def2-TZVPD.

Structure (XYZ):
```
26
Properties=species:S:1:pos:R:3
O 0.218 -2.340 -0.370
O -0.817 -2.383 -2.370
N 0.692 1.299 1.521
N -0.802 0.168 0.125
N 1.940 0.020 -0.088
C -2.697 -0.572 -0.951
C -3.456 0.351 -0.204
C 3.119 -0.312 0.687
C 0.860 0.497 0.492
C -2.873 1.115 0.769
C -1.334 -0.651 -0.784
C -1.476 0.998 0.973
C 1.983 -0.337 -1.489
C -0.612 1.624 1.847
C -0.531 -1.965 -1.268
H -4.513 0.446 -0.402
H 3.434 -1.321 0.426
H 2.910 -0.287 1.754
H -3.161 -1.241 -1.657
H 1.065 -0.027 -1.977
H -3.432 1.807 1.378
H 3.928 0.389 0.463
H 2.829 0.168 -1.961
H -0.829 2.274 2.665
H 2.083 -1.415 -1.605
H 1.472 1.697 2.025
```

Calculated values
LUMO level, eV: 0.081
HOMO, eV: -7.4

Most favorable structure: version ii. The second most favorable one is 3.292 eV above it.

Version i
A cluster of 2 separate species, C2H7O2 in total. Source: the Open Molecules 2025 dataset; level of theory: wB97M-V/def2-TZVPD.

Structure (XYZ):
```
11
Properties=species:S:1:pos:R:3
O -0.586 -0.449 -0.582
O 0.717 2.328 0.018
C -1.100 -1.686 -0.737
C 1.125 1.271 0.885
H 1.660 1.681 1.753
H 1.754 0.559 0.345
H -0.878 -2.376 0.120
H -2.221 -1.722 -0.837
H 0.255 0.704 1.205
H -0.749 -2.211 -1.662
H 0.022 1.901 -0.509
```

Calculated values
LUMO level, eV: 4.428
HOMO, eV: -2.3
Charge: -1

Version ii
A structure of composition C2H7O2. Source: the Open Molecules 2025 dataset; level of theory: wB97M-V/def2-TZVPD.

Structure (XYZ):
```
11
Properties=species:S:1:pos:R:3
O -2.134 -0.890 -0.892
O 0.308 -1.181 -0.646
C 0.852 0.050 -0.361
C 0.486 0.472 1.096
H -0.947 -1.049 -0.759
H 1.956 0.001 -0.521
H 0.405 -0.454 1.654
H 0.589 0.880 -1.054
H -0.457 1.017 1.070
H 1.241 1.143 1.531
H -2.299 0.012 -1.117
```

Calculated values
LUMO level, eV: 4.632
HOMO, eV: -3.5
Charge: -1

Version iii
A cluster of 2 separate species, C2H7O2 in total. Source: the Open Molecules 2025 dataset; level of theory: wB97M-V/def2-TZVPD.

Structure (XYZ):
```
11
Properties=species:S:1:pos:R:3
O 0.495 -2.363 -1.442
O -0.510 0.011 -1.210
C 0.191 1.471 0.632
C -0.506 0.184 0.102
H -0.082 -0.659 0.749
H -1.596 0.088 0.586
H -0.403 2.391 0.591
H -0.008 -1.468 -1.313
H 0.811 -2.465 -0.546
H 0.432 1.343 1.700
H 1.175 1.467 0.152
```

Calculated values
LUMO level, eV: 4.640
HOMO, eV: -2.9
Charge: -1

Version iv
A cluster of 2 separate species, C2H7O2 in total. Source: the Open Molecules 2025 dataset; level of theory: wB97M-V/def2-TZVPD.

Structure (XYZ):
```
11
Properties=species:S:1:pos:R:3
O 0.530 -0.153 0.241
O 1.586 0.274 -2.323
C -1.816 -0.142 1.017
C -0.335 0.121 1.317
H -2.321 -0.007 2.020
H -0.293 1.192 1.605
H -2.198 0.449 0.196
H 1.137 -0.023 -1.432
H 1.507 -0.610 -2.791
H -0.019 -0.558 2.258
H -1.835 -1.284 0.789
```

Calculated values
LUMO level, eV: 4.630
HOMO, eV: -2.7
Charge: -1

Most favorable structure: version ii. The second most favorable one is 0.157 eV above it.